Entry 1:
Molecular formula: C17H19N4O4
Method: DFT, ωB97M-V/def2-TZVPD

- ΔE to the lowest compared entry with this formula, charge and spin: 0.0 kJ/mol
- HOMO energy: -11.240 eV
- Net charge: +1
- SMILES: O=[N+]([O-])c1cccnc1N1CC[NH+](Cc2ccc3c(c2)OCO3)CC1
- E_tot: -1178.8547 hartree

The geometry in XYZ format:
```
44
Properties=species:S:1:pos:R:3:nbo_charge:R:1
O 2.02 1.16 2.05 -0.435
N 3.22 1.05 1.88 0.530
O 3.99 1.97 1.84 -0.337
C 3.74 -0.28 1.76 -0.083
C 5.05 -0.50 2.20 -0.104
C 5.50 -1.80 2.35 -0.286
C 4.59 -2.82 2.13 0.110
N 3.38 -2.63 1.65 -0.476
C 2.96 -1.39 1.39 0.430
N 1.74 -1.31 0.76 -0.424
C 0.82 -2.42 0.81 -0.238
C -0.53 -1.88 1.28 -0.231
N -1.02 -0.84 0.34 -0.345
C -2.37 -0.31 0.70 -0.227
C -2.93 0.50 -0.43 -0.096
C -3.01 1.88 -0.35 -0.195
C -3.52 2.65 -1.39 -0.246
C -3.94 1.99 -2.52 0.253
C -3.86 0.59 -2.61 0.326
C -3.36 -0.17 -1.59 -0.313
O -4.34 0.19 -3.82 -0.475
C -4.76 1.37 -4.49 0.229
O -4.47 2.48 -3.66 -0.453
C -0.02 0.26 0.23 -0.251
C 1.33 -0.31 -0.19 -0.221
H 5.65 0.35 2.46 0.258
H 6.50 -2.00 2.68 0.243
H 4.84 -3.86 2.34 0.212
H 0.72 -2.90 -0.17 0.196
H 1.20 -3.16 1.52 0.281
H -1.27 -2.68 1.34 0.233
H -0.43 -1.42 2.26 0.235
H -1.10 -1.27 -0.59 0.430
H -3.02 -1.17 0.91 0.233
H -2.27 0.29 1.60 0.238
H -2.67 2.38 0.55 0.223
H -3.58 3.72 -1.32 0.247
H -3.34 -1.25 -1.67 0.223
H -5.84 1.32 -4.68 0.175
H -4.21 1.47 -5.44 0.176
H -0.38 0.99 -0.50 0.250
H 0.08 0.74 1.20 0.259
H 1.25 -0.78 -1.18 0.198
H 2.06 0.50 -0.27 0.251
```

***

Entry 2:
Molecular formula: C17H19NO4S
Method: DFT, ωB97M-V/def2-TZVPD

- ΔE to the lowest compared entry with this formula, charge and spin: 0.0 kJ/mol
- HOMO energy: -8.232 eV
- SMILES: CSCC[C@@H](NC(=O)COc1cccc2ccccc12)C(=O)O
- E_tot: -1413.1516 hartree

The geometry in XYZ format:
```
42
Properties=species:S:1:pos:R:3:nbo_charge:R:1
C 5.72 0.42 -1.42 -0.738
S 4.63 1.64 -0.62 0.163
C 4.15 0.70 0.86 -0.521
C 3.13 -0.40 0.57 -0.422
C 1.85 0.19 0.00 -0.164
N 1.01 -0.80 -0.67 -0.608
C 0.77 -2.05 -0.23 0.656
O 1.44 -2.68 0.55 -0.609
C -0.47 -2.67 -0.91 -0.163
O -1.48 -1.72 -1.16 -0.505
C -2.03 -1.06 -0.09 0.320
C -1.73 -1.32 1.23 -0.321
C -2.32 -0.56 2.25 -0.191
C -3.19 0.46 1.96 -0.225
C -3.53 0.74 0.62 -0.064
C -4.43 1.78 0.28 -0.191
C -4.74 2.04 -1.03 -0.203
C -4.16 1.28 -2.05 -0.215
C -3.28 0.27 -1.76 -0.192
C -2.95 -0.02 -0.42 -0.039
C 1.00 0.88 1.08 0.790
O 1.28 0.97 2.24 -0.584
O -0.12 1.37 0.54 -0.693
H 6.13 0.90 -2.30 0.231
H 5.15 -0.46 -1.71 0.211
H 6.52 0.15 -0.74 0.214
H 3.73 1.43 1.55 0.238
H 5.05 0.28 1.30 0.222
H 3.54 -1.12 -0.14 0.219
H 2.91 -0.93 1.50 0.251
H 2.11 0.95 -0.75 0.246
H 0.29 -0.39 -1.27 0.413
H -0.19 -3.06 -1.89 0.220
H -0.83 -3.50 -0.29 0.206
H -1.04 -2.10 1.51 0.235
H -2.06 -0.78 3.27 0.223
H -3.63 1.05 2.75 0.214
H -4.87 2.36 1.08 0.212
H -5.43 2.83 -1.27 0.215
H -4.42 1.49 -3.08 0.215
H -2.84 -0.32 -2.54 0.224
H -0.69 1.77 1.22 0.508
```

***

Entry 3:
Molecular formula: C17H19NO4S
Method: DFT, ωB97M-V/def2-TZVPD

- ΔE to the lowest compared entry with this formula, charge and spin: 157.3 kJ/mol
- HOMO energy: -7.940 eV
- SMILES: CCCCOc1ccccc1NC(=O)c1scc2c1OCCO2
- E_tot: -1413.0917 hartree

The geometry in XYZ format:
```
42
Properties=species:S:1:pos:R:3:nbo_charge:R:1
C -0.87 -0.49 -3.65 -0.610
C -2.22 -0.21 -4.29 -0.390
C -3.28 0.26 -3.29 -0.413
C -2.99 1.63 -2.68 -0.062
O -2.04 1.47 -1.65 -0.529
C -1.57 2.58 -1.00 0.263
C -1.97 3.88 -1.23 -0.286
C -1.41 4.92 -0.50 -0.217
C -0.45 4.67 0.45 -0.223
C -0.03 3.37 0.70 -0.239
C -0.58 2.32 -0.02 0.172
N -0.23 0.98 0.16 -0.621
C 0.68 0.44 1.02 0.659
O 1.37 1.08 1.79 -0.593
C 0.78 -1.02 0.93 -0.363
S -0.23 -2.00 -0.11 0.424
C 0.53 -3.45 0.41 -0.439
C 1.50 -3.21 1.33 0.197
C 1.66 -1.82 1.62 0.262
O 2.58 -1.37 2.49 -0.447
C 3.56 -2.34 2.81 -0.099
C 2.91 -3.69 3.08 -0.099
O 2.25 -4.18 1.93 -0.477
H -0.97 -1.24 -2.86 0.201
H -0.17 -0.86 -4.39 0.209
H -0.46 0.42 -3.21 0.210
H -2.59 -1.12 -4.76 0.201
H -2.11 0.54 -5.07 0.193
H -4.25 0.31 -3.79 0.211
H -3.36 -0.46 -2.47 0.209
H -3.91 2.06 -2.27 0.180
H -2.60 2.31 -3.45 0.175
H -2.73 4.10 -1.97 0.218
H -1.74 5.93 -0.69 0.212
H -0.01 5.48 1.02 0.214
H 0.72 3.16 1.44 0.256
H -0.74 0.35 -0.45 0.415
H 0.22 -4.40 0.01 0.248
H 4.27 -2.44 1.98 0.182
H 4.08 -1.97 3.69 0.208
H 2.19 -3.59 3.91 0.182
H 3.66 -4.44 3.34 0.205
```

***

Entry 4:
Molecular formula: C17H19NO5
Method: DFT, ωB97M-V/def2-TZVPD

- ΔE to the lowest compared entry with this formula, charge and spin: 397.9 kJ/mol
- HOMO energy: -8.371 eV
- SMILES: COc1ccccc1OCc1ccc(C(=O)N2CCOCC2)o1
- E_tot: -1090.1064 hartree

The geometry in XYZ format:
```
42
Properties=species:S:1:pos:R:3:nbo_charge:R:1
C 0.16 1.01 1.98 -0.249
O 1.25 1.42 1.19 -0.517
C 1.19 2.62 0.53 0.216
C 0.16 3.54 0.72 -0.275
C 0.14 4.75 0.06 -0.221
C 1.16 5.07 -0.82 -0.220
C 2.18 4.16 -1.04 -0.261
C 2.21 2.93 -0.39 0.323
O 3.29 2.16 -0.70 -0.502
C 3.32 0.78 -0.42 -0.103
C 2.13 0.04 -0.95 0.292
C 1.28 0.34 -1.97 -0.328
C 0.30 -0.67 -1.97 -0.265
C 0.63 -1.52 -0.95 0.154
C 0.08 -2.84 -0.53 0.631
O 0.81 -3.79 -0.31 -0.604
N -1.27 -2.94 -0.47 -0.426
C -2.21 -1.84 -0.37 -0.251
C -2.84 -1.85 1.04 -0.076
O -3.44 -3.08 1.32 -0.522
C -2.51 -4.14 1.25 -0.079
C -1.87 -4.21 -0.14 -0.259
O 1.75 -1.09 -0.34 -0.376
H -0.77 0.99 1.40 0.174
H 0.04 1.66 2.86 0.180
H 0.41 0.00 2.31 0.205
H -0.63 3.31 1.41 0.218
H -0.66 5.44 0.24 0.214
H 1.16 6.01 -1.34 0.216
H 2.98 4.37 -1.73 0.225
H 3.40 0.59 0.66 0.209
H 4.24 0.42 -0.90 0.210
H 1.34 1.18 -2.64 0.239
H -0.52 -0.77 -2.66 0.230
H -1.70 -0.89 -0.54 0.230
H -3.00 -1.97 -1.11 0.197
H -3.62 -1.10 1.11 0.197
H -2.05 -1.63 1.78 0.159
H -3.06 -5.05 1.48 0.199
H -1.72 -3.99 2.00 0.169
H -1.09 -4.97 -0.17 0.253
H -2.64 -4.44 -0.88 0.195
```

***

Entry 5:
Molecular formula: C17H19NO5S
Method: DFT, ωB97M-V/def2-TZVPD

- ΔE to the lowest compared entry with this formula, charge and spin: 196.8 kJ/mol
- HOMO energy: -8.960 eV
- SMILES: O=C(COc1ccccc1)N(Cc1ccco1)[C@@H]1CCS(=O)(=O)C1
- E_tot: -1488.3165 hartree

The geometry in XYZ format:
```
43
Properties=species:S:1:pos:R:3:nbo_charge:R:1
O 0.07 -0.96 -1.91 -0.646
C -0.22 0.00 -1.22 0.665
C -1.33 0.95 -1.67 -0.164
O -2.28 1.30 -0.69 -0.502
C -3.07 0.31 -0.16 0.287
C -3.03 -1.03 -0.53 -0.274
C -3.88 -1.93 0.09 -0.198
C -4.77 -1.52 1.06 -0.239
C -4.81 -0.18 1.42 -0.187
C -3.97 0.73 0.82 -0.262
N 0.40 0.26 -0.04 -0.424
C 0.27 1.50 0.71 -0.270
C 1.48 2.36 0.50 0.256
C 1.76 3.32 -0.42 -0.299
C 3.09 3.75 -0.16 -0.311
C 3.51 3.01 0.91 0.092
O 2.54 2.17 1.31 -0.407
C 1.43 -0.66 0.44 -0.048
C 2.65 -0.75 -0.53 -0.430
C 2.74 -2.13 -1.14 -0.659
S 2.26 -3.15 0.27 2.171
O 1.79 -4.46 -0.10 -0.933
O 3.27 -3.07 1.29 -0.954
C 0.88 -2.05 0.72 -0.672
H -0.88 1.90 -1.99 0.213
H -1.81 0.48 -2.54 0.215
H -2.34 -1.38 -1.28 0.227
H -3.84 -2.97 -0.20 0.218
H -5.43 -2.23 1.53 0.216
H -5.50 0.16 2.18 0.216
H -3.99 1.77 1.09 0.223
H 0.17 1.25 1.77 0.223
H -0.62 2.03 0.39 0.258
H 1.11 3.68 -1.19 0.226
H 3.64 4.49 -0.69 0.233
H 4.43 3.00 1.45 0.208
H 1.79 -0.24 1.38 0.234
H 2.56 0.02 -1.30 0.235
H 3.56 -0.56 0.04 0.232
H 1.99 -2.29 -1.92 0.266
H 3.73 -2.38 -1.49 0.250
H 0.58 -2.20 1.75 0.253
H 0.06 -2.31 0.05 0.261
```

***

Entry 6:
Molecular formula: C17H20Cl2N2O2S
Method: DFT, ωB97M-V/def2-TZVPD

- ΔE to the lowest compared entry with this formula, charge and spin: 24.0 kJ/mol
- HOMO energy: -7.372 eV
- SMILES: CCN(c1ccc(NS(=O)(=O)c2cc(Cl)ccc2Cl)cc1)C(C)C
- E_tot: -2238.3455 hartree

The geometry in XYZ format:
```
44
Properties=species:S:1:pos:R:3:nbo_charge:R:1
C 3.76 -3.03 1.79 -0.619
C 3.93 -3.17 0.28 -0.194
N 2.71 -3.62 -0.37 -0.460
C 1.57 -2.86 -0.23 0.174
C 1.65 -1.46 -0.09 -0.254
C 0.52 -0.68 0.05 -0.171
C -0.74 -1.26 0.07 0.093
N -1.88 -0.45 0.20 -0.856
S -1.92 0.83 1.26 2.325
O -3.30 1.06 1.56 -0.924
O -1.00 0.65 2.34 -0.922
C -1.32 2.20 0.26 -0.371
C -0.23 2.91 0.71 -0.148
C 0.24 3.98 -0.04 -0.072
Cl 1.60 4.88 0.50 0.029
C -0.39 4.33 -1.23 -0.195
C -1.48 3.62 -1.67 -0.211
C -1.95 2.54 -0.92 -0.020
Cl -3.31 1.65 -1.44 0.058
C -0.84 -2.63 -0.07 -0.214
C 0.28 -3.41 -0.21 -0.252
C 2.77 -4.87 -1.10 -0.014
C 1.97 -4.83 -2.40 -0.618
C 2.41 -6.09 -0.24 -0.616
H 4.71 -2.72 2.24 0.209
H 3.00 -2.29 2.03 0.217
H 3.46 -3.98 2.22 0.206
H 4.71 -3.91 0.07 0.201
H 4.27 -2.22 -0.15 0.179
H 2.60 -0.97 -0.11 0.212
H 0.62 0.39 0.15 0.206
H -2.76 -0.94 0.17 0.424
H 0.24 2.62 1.64 0.256
H -0.01 5.17 -1.81 0.236
H -1.98 3.88 -2.59 0.238
H -1.82 -3.10 -0.05 0.207
H 0.15 -4.48 -0.28 0.212
H 3.82 -4.99 -1.39 0.194
H 2.20 -3.92 -2.95 0.218
H 2.24 -5.68 -3.02 0.212
H 0.89 -4.86 -2.23 0.209
H 1.37 -6.09 0.06 0.201
H 3.02 -6.11 0.66 0.209
H 2.61 -7.01 -0.80 0.208
```